No. 1
C42H108N4O14 | ωB97M-V/def2-TZVPD

Results
energy above the lowest of the compared OMol25 structures with the same formula, charge and spin	414.8	kJ/mol
SMILES	COCCNCCOC.COCCNCCOC.COCCNCCOC.COCCNCCOC.CC(C)O.CC(C)O.CC(C)O.CC(C)O.CC(C)O.CC(C)O
electronic energy	-79921.223	eV

ORCA input file:
```
! RIJCOSX wB97M-V def2-TZVPD def2/J DEFGRID3
* xyz 0 1
C -10.07 -13.46 17.34
O -8.87 -12.71 17.25
C -8.85 -11.64 16.27
C -7.55 -10.84 16.27
N -6.31 -11.55 15.90
C -5.09 -10.98 16.48
C -4.71 -9.59 15.90
O -3.56 -9.14 16.63
C -3.31 -7.75 16.52
H -9.85 -14.44 17.78
H -10.30 -13.82 16.34
H -10.91 -12.89 17.72
H -9.57 -10.91 16.65
H -9.03 -11.92 15.24
H -7.51 -10.40 17.27
H -7.80 -10.08 15.53
H -6.40 -11.45 14.90
H -4.19 -11.56 16.28
H -5.24 -10.98 17.56
H -5.53 -8.89 16.04
H -4.45 -9.64 14.85
H -2.32 -7.58 16.94
H -3.98 -7.18 17.16
H -3.46 -7.42 15.49
C -7.10 -4.14 10.36
O -8.33 -4.77 10.74
C -8.44 -5.13 12.15
C -9.88 -5.61 12.36
N -10.31 -6.71 11.52
C -11.57 -7.32 11.86
C -12.78 -6.42 12.19
O -12.59 -5.75 13.38
C -13.67 -4.83 13.63
H -7.00 -3.18 10.86
H -7.13 -3.90 9.30
H -6.23 -4.78 10.51
H -8.20 -4.30 12.82
H -7.76 -5.96 12.36
H -10.59 -4.82 12.15
H -9.83 -5.97 13.39
H -10.27 -6.29 10.60
H -11.46 -7.95 12.75
H -11.95 -7.93 11.05
H -13.68 -7.04 12.21
H -12.99 -5.75 11.36
H -13.79 -4.16 12.78
H -13.52 -4.15 14.46
H -14.61 -5.33 13.86
C -9.44 1.52 12.99
O -10.30 0.85 12.08
C -9.70 0.02 11.15
C -10.80 -0.56 10.32
N -10.44 -1.48 9.19
C -11.59 -2.15 8.52
C -11.18 -3.15 7.42
O -10.71 -4.28 8.05
C -9.89 -5.19 7.31
H -8.47 1.71 12.53
H -9.34 0.92 13.89
H -9.87 2.46 13.34
H -9.20 -0.80 11.66
H -8.99 0.55 10.51
H -11.42 0.24 9.91
H -11.51 -1.11 10.93
H -9.73 -2.16 9.46
H -12.21 -1.39 8.03
H -12.20 -2.63 9.28
H -10.42 -2.75 6.74
H -12.05 -3.34 6.79
H -8.97 -4.72 6.99
H -10.43 -5.57 6.44
H -9.66 -6.07 7.91
C -4.21 2.13 20.23
O -3.61 3.42 20.21
C -3.90 4.12 21.38
C -3.19 5.51 21.44
N -1.76 5.42 21.25
C -1.07 5.04 22.54
C 0.41 4.77 22.30
O 0.59 3.73 21.32
C 1.97 3.48 20.98
H -5.30 2.19 20.32
H -3.72 1.48 20.96
H -3.91 1.56 19.35
H -3.59 3.59 22.28
H -4.97 4.29 21.42
H -3.32 5.92 22.44
H -3.68 6.12 20.69
H -1.50 4.69 20.60
H -1.51 4.12 22.93
H -1.10 5.80 23.31
H 0.87 4.35 23.19
H 0.96 5.69 22.11
H 2.41 2.74 21.64
H 2.60 4.36 20.90
H 2.02 2.98 20.01
C -7.18 6.91 9.16
C -6.88 8.35 9.65
C -6.74 8.51 11.17
O -5.76 8.82 8.99
H -8.10 6.49 9.56
H -6.37 6.21 9.39
H -7.24 6.87 8.08
H -7.66 9.03 9.31
H -6.61 9.53 11.53
H -5.88 7.92 11.47
H -7.57 8.04 11.70
H -6.04 9.44 8.31
C 9.29 -0.80 14.46
C 8.08 -1.64 14.80
C 7.15 -0.89 15.73
O 7.41 -1.89 13.60
H 9.83 -1.25 13.62
H 10.00 -0.78 15.29
H 9.13 0.23 14.15
H 8.37 -2.65 15.10
H 6.86 0.09 15.34
H 7.81 -0.65 16.57
H 6.24 -1.44 15.94
H 8.04 -2.40 13.08
C 4.24 1.65 10.32
C 3.46 0.44 9.87
C 3.98 -0.27 8.58
O 3.30 -0.48 10.91
H 3.69 2.23 11.06
H 4.47 2.39 9.55
H 5.26 1.46 10.64
H 2.49 0.87 9.62
H 4.83 -0.89 8.87
H 4.39 0.49 7.92
H 3.17 -0.86 8.16
H 4.17 -0.62 11.28
C -0.84 0.36 15.07
C -1.94 0.32 14.01
C -2.23 1.73 13.54
O -1.40 -0.45 12.92
H -0.69 -0.67 15.40
H -1.12 0.96 15.94
H 0.10 0.75 14.67
H -2.83 -0.14 14.44
H -1.35 2.13 13.03
H -2.73 2.35 14.29
H -2.93 1.63 12.71
H -0.44 -0.34 12.91
C 3.58 7.75 15.58
C 2.16 7.71 15.17
C 1.30 8.39 16.25
O 1.95 8.42 13.99
H 3.98 8.75 15.76
H 4.30 7.32 14.89
H 3.75 7.21 16.51
H 1.84 6.67 15.00
H 1.71 9.35 16.56
H 1.37 7.80 17.16
H 0.25 8.42 15.94
H 1.13 8.10 13.61
C -1.13 5.67 7.14
C -0.41 6.74 7.96
C -0.26 8.05 7.11
O -1.15 7.02 9.15
H -2.06 6.08 6.74
H -1.31 4.76 7.70
H -0.60 5.38 6.23
H 0.54 6.31 8.31
H -0.56 8.94 7.65
H -1.00 8.01 6.32
H 0.74 8.20 6.70
H -1.93 7.47 8.81
*
```



No. 2
C42H108N8O13 | ωB97M-V/def2-TZVPD

Results
energy above the lowest of the compared OMol25 structures with the same formula, charge and spin	381.1	kJ/mol
SMILES	COC[C@H](C)N.COC[C@H](C)N.COC[C@H](C)N.COCCNCCOC.COCCNCCOC.COCCNCCOC.COCCNCCOC.COCCNCCOC
electronic energy	-83832.265	eV

ORCA input file:
```
! RIJCOSX wB97M-V def2-TZVPD def2/J DEFGRID3
* xyz 0 1
C -2.54 -7.29 1.61
O -3.69 -6.44 1.46
C -4.23 -6.44 0.16
C -5.73 -6.16 0.25
C -6.44 -7.23 1.06
N -6.26 -6.08 -1.10
H -2.95 -8.31 1.59
H -2.07 -6.97 2.53
H -1.95 -7.17 0.69
H -3.72 -5.68 -0.45
H -3.97 -7.34 -0.42
H -5.81 -5.28 0.90
H -6.23 -7.10 2.11
H -6.17 -8.24 0.73
H -7.52 -7.24 0.86
H -7.17 -5.65 -1.21
H -5.64 -5.45 -1.62
C 0.07 4.55 -5.92
O -0.50 3.38 -6.46
C -1.29 2.64 -5.56
C -0.57 1.40 -5.06
C 0.65 1.69 -4.16
N -0.12 0.51 -6.13
H 0.40 4.50 -4.88
H -0.69 5.35 -5.90
H 0.83 4.91 -6.61
H -1.62 3.24 -4.70
H -2.24 2.34 -6.02
H -1.31 0.94 -4.39
H 1.54 2.03 -4.68
H 0.92 0.72 -3.74
H 0.42 2.38 -3.34
H 0.25 1.11 -6.87
H -0.92 0.09 -6.60
C -2.58 -2.72 3.49
O -3.63 -1.84 3.08
C -4.17 -2.36 1.89
C -5.35 -1.50 1.47
C -5.79 -1.81 0.03
N -5.07 -0.05 1.52
H -2.11 -2.47 4.44
H -1.83 -2.59 2.70
H -2.84 -3.79 3.47
H -3.51 -2.39 1.01
H -4.58 -3.35 2.08
H -6.24 -1.66 2.10
H -6.08 -2.87 -0.01
H -4.91 -1.81 -0.62
H -6.62 -1.22 -0.33
H -4.95 0.28 2.47
H -5.86 0.47 1.16
C 2.88 4.09 2.81
O 3.72 3.47 1.83
C 4.15 4.33 0.80
C 5.28 5.29 1.24
N 6.62 4.68 1.18
C 7.65 5.50 1.78
C 8.20 6.53 0.79
O 8.69 5.96 -0.42
C 9.76 5.03 -0.30
H 2.25 4.84 2.33
H 3.54 4.51 3.57
H 2.25 3.32 3.25
H 3.31 4.76 0.26
H 4.65 3.66 0.09
H 4.98 5.66 2.23
H 5.33 6.16 0.57
H 6.74 4.62 0.17
H 8.40 4.79 2.13
H 7.25 6.06 2.62
H 8.99 7.17 1.21
H 7.45 7.25 0.46
H 9.55 4.30 -1.09
H 9.67 4.45 0.63
H 10.77 5.39 -0.44
C 2.58 -0.44 4.48
O 2.46 -1.78 4.82
C 1.48 -2.51 4.06
C 1.31 -3.84 4.73
N 0.62 -3.79 6.03
C 1.48 -3.42 7.16
C 0.71 -2.57 8.17
O 0.20 -1.44 7.48
C 0.73 -0.18 7.87
H 2.71 0.27 5.29
H 1.84 -0.07 3.76
H 3.48 -0.26 3.86
H 1.87 -2.51 3.03
H 0.52 -1.99 4.01
H 2.21 -4.45 4.79
H 0.64 -4.41 4.07
H -0.06 -3.03 6.02
H 2.43 -2.91 6.97
H 1.76 -4.39 7.58
H 1.33 -2.32 9.03
H -0.18 -3.04 8.61
H 0.28 0.54 7.20
H 1.81 -0.14 7.73
H 0.46 0.03 8.91
C -0.27 -4.13 0.71
O -0.95 -3.01 0.19
C -0.13 -2.10 -0.54
C -0.99 -0.93 -0.95
N -1.44 -0.23 0.25
C -2.43 0.83 0.00
C -2.02 2.03 -0.85
O -1.41 3.13 -0.22
C -0.08 2.95 0.20
H -0.86 -4.99 0.41
H -0.13 -4.11 1.80
H 0.73 -4.26 0.28
H 0.26 -2.64 -1.41
H 0.67 -1.75 0.12
H -1.88 -1.36 -1.43
H -0.50 -0.26 -1.65
H -1.87 -0.91 0.87
H -2.60 1.15 1.03
H -3.38 0.39 -0.31
H -2.90 2.33 -1.42
H -1.27 1.77 -1.62
H 0.19 3.79 0.84
H 0.55 2.94 -0.69
H 0.22 2.09 0.81
C 2.24 8.39 -4.68
O 1.19 8.84 -3.85
C -0.07 8.75 -4.51
C -1.12 9.22 -3.56
N -1.76 8.17 -2.73
C -0.75 7.37 -2.04
C -1.44 6.49 -0.99
O -2.13 7.29 -0.04
C -2.92 6.51 0.81
H 2.08 7.32 -4.88
H 3.19 8.47 -4.16
H 2.33 8.91 -5.64
H -0.28 7.69 -4.73
H -0.11 9.26 -5.47
H -1.84 9.92 -3.99
H -0.69 9.85 -2.77
H -2.26 8.55 -1.93
H -0.02 7.93 -1.44
H -0.24 6.65 -2.68
H -0.66 5.94 -0.45
H -2.03 5.74 -1.52
H -2.51 5.53 1.06
H -3.91 6.17 0.44
H -3.20 7.12 1.67
C -1.40 -5.24 -6.02
O -1.57 -4.83 -4.69
C -0.39 -4.67 -3.93
C 0.41 -5.97 -3.83
N 1.37 -5.92 -2.74
C 1.78 -7.19 -2.14
C 2.36 -6.93 -0.73
O 1.29 -6.91 0.19
C 1.62 -7.20 1.56
H -0.53 -4.70 -6.44
H -2.26 -4.92 -6.60
H -1.13 -6.29 -6.15
H -0.68 -4.23 -2.98
H 0.21 -3.87 -4.40
H 0.94 -6.05 -4.79
H -0.34 -6.77 -3.75
H 0.88 -5.40 -2.02
H 2.53 -7.69 -2.75
H 0.92 -7.87 -2.00
H 2.87 -5.96 -0.74
H 3.02 -7.76 -0.49
H 2.61 -6.77 1.73
H 1.65 -8.25 1.81
H 0.88 -6.62 2.11
*
```



Number 1: HOMO energy -8.419 eV. Number 2: HOMO energy -8.436 eV.